Record 1
{"formula": "C6H12NO3", "method": "ωB97M-V/def2-TZVPD", "multiplicity": 2, "gap_ev": [8.4, 10.2], "s_squared": 0.7539, "elements": ["N", "O", "O", "O", "C", "C", "C", "C", "C", "C", "H", "H", "H", "H", "H", "H", "H", "H", "H", "H", "H", "H"], "xyz": [[1.49, -1.50, -1.79], [1.02, -2.63, -2.00], [0.55, -0.53, -1.32], [2.59, -1.09, -2.03], [-2.14, 0.40, -0.16], [-0.75, 0.76, 0.09], [0.28, -0.27, 0.28], [1.59, 0.28, 0.91], [-0.30, -1.59, 0.92], [-0.37, 2.15, -0.16], [-2.68, 1.27, -0.55], [-2.25, -0.43, -0.89], [-2.55, 0.16, 0.82], [2.21, -0.53, 1.32], [2.19, 0.80, 0.15], [1.32, 0.96, 1.75], [0.51, -2.21, 1.33], [-0.98, -1.31, 1.76], [-0.83, -2.19, 0.16], [-1.23, 2.70, -0.54], [-0.13, 2.56, 0.82], [0.46, 2.25, -0.88]], "nbo_charge": [0.711, -0.375, -0.467, -0.334, -0.678, 0.135, 0.249, -0.653, -0.653, -0.678, 0.218, 0.238, 0.225, 0.222, 0.244, 0.224, 0.222, 0.224, 0.247, 0.218, 0.225, 0.237]}

Record 2
{"formula": "C6H12NO3PS", "method": "ωB97M-V/def2-TZVPD", "gap_ev": 8.3, "elements": ["C", "C", "C", "C", "C", "C", "N", "O", "O", "O", "P", "S", "H", "H", "H", "H", "H", "H", "H", "H", "H", "H", "H", "H"], "xyz": [[-0.75, -0.36, -0.99], [0.34, -0.22, 1.20], [-1.14, 1.50, 0.48], [-0.52, -0.31, 2.42], [-2.04, 1.29, 1.78], [2.45, 0.11, -1.03], [-0.42, 0.29, 0.10], [-1.48, 0.08, -1.82], [-1.15, 0.92, 2.80], [1.48, -2.48, -4.32], [0.66, -1.51, -1.51], [0.46, -1.31, -3.68], [1.31, 0.45, 1.16], [0.65, -1.27, 1.04], [-1.71, 1.88, -0.29], [-0.38, 2.22, 0.74], [-1.24, -1.06, 2.19], [0.19, -0.62, 3.31], [-2.57, 2.22, 2.15], [-2.83, 0.57, 1.61], [1.88, 1.08, -0.83], [2.87, 0.07, -1.99], [2.90, -0.27, -0.21], [1.03, -3.28, -4.33]], "nbo_charge": [0.446, -0.254, -0.251, -0.089, -0.080, -0.669, -0.455, -0.617, -0.522, -0.832, 0.333, 0.283, 0.215, 0.232, 0.238, 0.199, 0.177, 0.205, 0.204, 0.171, 0.198, 0.210, 0.181, 0.476]}

Record 3
{"formula": "C6H12NO3S", "method": "ωB97M-V/def2-TZVPD", "charge": 1, "multiplicity": 3, "gap_ev": [7.3, 4.6], "s_squared": 2.0236, "elements": ["C", "C", "C", "C", "C", "C", "N", "O", "O", "O", "S", "H", "H", "H", "H", "H", "H", "H", "H", "H", "H", "H", "H"], "xyz": [[0.49, -0.55, 0.34], [2.19, -1.34, 1.69], [0.60, -1.38, 1.60], [-0.25, -0.72, 2.72], [1.96, 1.08, -1.04], [-3.67, 1.32, -2.73], [1.64, 0.10, 0.02], [-0.56, -0.39, -0.33], [-1.09, 0.82, -3.02], [2.64, -0.30, 0.86], [-2.26, 0.11, -2.70], [2.60, -1.06, 2.66], [2.56, -2.39, 1.31], [0.51, -2.40, 1.55], [0.34, -0.45, 3.58], [-1.17, -1.25, 3.17], [-0.70, 0.19, 2.33], [1.83, 0.62, -2.00], [2.97, 1.44, -0.92], [1.18, 1.79, -0.86], [-4.58, 0.74, -2.87], [-3.61, 1.92, -1.81], [-3.64, 2.07, -3.57]], "nbo_charge": [0.597, -0.105, -0.322, -0.626, -0.434, -0.858, 0.125, -0.397, -0.872, -0.156, 1.017, 0.245, 0.243, 0.270, 0.234, 0.270, 0.231, 0.282, 0.267, 0.268, 0.239, 0.231, 0.249]}

Record 4
{"formula": "C6H12NO4", "method": "ωB97M-V/def2-TZVPD", "charge": -1, "smiles": "C[C@@H](O)CNCCOC(=O)[O-]", "gap_ev": 7.3, "elements": ["C", "C", "O", "C", "N", "C", "C", "O", "C", "O", "O", "H", "H", "H", "H", "H", "H", "H", "H", "H", "H", "H", "H"], "xyz": [[-1.27, 0.52, 2.99], [-0.15, 0.44, 1.96], [1.04, -0.01, 2.64], [-0.50, -0.53, 0.82], [0.66, -1.15, 0.21], [0.52, -1.35, -1.24], [0.94, -0.12, -2.05], [-0.21, 0.67, -2.29], [-0.19, 1.42, -3.53], [0.91, 1.91, -3.80], [-1.30, 1.51, -4.06], [-2.20, 0.91, 2.57], [-1.43, -0.47, 3.44], [-0.96, 1.20, 3.81], [0.02, 1.44, 1.53], [1.72, 0.66, 2.55], [-1.04, 0.02, 0.04], [-1.20, -1.27, 1.25], [0.91, -2.01, 0.67], [-0.50, -1.63, -1.53], [1.17, -2.19, -1.51], [1.39, -0.42, -3.01], [1.68, 0.44, -1.47]], "nbo_charge": [-0.624, 0.088, -0.739, -0.251, -0.630, -0.237, -0.069, -0.618, 0.950, -0.788, -0.771, 0.209, 0.202, 0.204, 0.166, 0.474, 0.235, 0.151, 0.355, 0.177, 0.178, 0.176, 0.164]}

Record 5
{"formula": "C6H12NPS", "method": "ωB97M-V/def2-TZVPD", "gap_ev": [4.3, 4.0], "elements": ["C", "C", "C", "C", "C", "C", "N", "P", "S", "H", "H", "H", "H", "H", "H", "H", "H", "H", "H", "H", "H"], "xyz": [[-1.87, -0.84, -0.99], [-0.66, -0.34, -1.08], [-2.37, -1.26, 0.37], [-2.94, -0.06, 0.97], [3.11, 0.11, 0.21], [1.27, 1.85, 0.04], [1.70, 0.49, 0.08], [0.51, -0.67, 0.35], [1.18, -2.43, -0.01], [-2.45, -1.06, -1.90], [-0.24, 0.17, -1.97], [-3.06, -2.09, 0.26], [-1.49, -1.65, 0.97], [-2.26, 0.66, 1.28], [-3.96, 0.29, 0.85], [3.49, 0.50, 1.15], [3.09, -1.06, 0.09], [3.55, 0.52, -0.64], [1.63, 2.58, 0.81], [1.55, 2.36, -0.88], [0.21, 1.92, 0.03]], "nbo_charge": [-0.166, -0.477, -0.540, -0.185, -0.425, -0.412, -0.755, 0.979, -0.541, 0.227, 0.233, 0.229, 0.253, 0.175, 0.191, 0.188, 0.245, 0.193, 0.189, 0.191, 0.209]}

Record 6
{"formula": "C6H12NS", "method": "ωB97M-V/def2-TZVPD", "charge": 1, "smiles": "C=CS/C=C(/C)C[NH3+]", "gap_ev": 9.5, "elements": ["C", "C", "S", "C", "C", "C", "C", "N", "H", "H", "H", "H", "H", "H", "H", "H", "H", "H", "H", "H"], "xyz": [[1.80, 1.84, 0.04], [0.73, 2.25, -0.66], [-0.17, 1.25, -1.86], [0.35, -0.39, -1.33], [0.00, -0.98, -0.18], [0.52, -2.30, 0.19], [-1.07, -0.60, 0.87], [-1.79, 0.60, 0.46], [2.23, 2.61, 0.74], [2.20, 0.88, 0.24], [0.48, 3.36, -0.80], [0.94, -0.92, -2.10], [-0.19, -3.11, 0.15], [1.05, -2.32, 1.20], [1.45, -2.48, -0.48], [-0.76, -0.63, 1.91], [-1.83, -1.44, 0.73], [-2.31, 1.03, 1.33], [-2.50, 0.15, -0.19], [-1.13, 1.20, -0.26]], "nbo_charge": [-0.375, -0.405, 0.309, -0.368, 0.015, -0.665, -0.267, -0.756, 0.232, 0.220, 0.263, 0.259, 0.245, 0.245, 0.243, 0.252, 0.230, 0.460, 0.438, 0.427]}

Record 7
{"formula": "C6H12O", "method": "ωB97M-V/def2-TZVPD", "smiles": "CC[C@H]1C[C@H]1CO", "gap_ev": 10.7, "elements": ["C", "C", "C", "C", "C", "C", "O", "H", "H", "H", "H", "H", "H", "H", "H", "H", "H", "H", "H"], "xyz": [[0.41, -2.27, -0.52], [-0.26, -1.02, -1.07], [0.55, 0.24, -0.83], [-0.16, 1.54, -0.87], [0.43, 1.02, 0.45], [-0.43, 0.53, 1.61], [-0.68, 1.50, 2.62], [1.41, -2.39, -0.95], [-0.17, -3.16, -0.76], [0.52, -2.21, 0.57], [-1.27, -0.91, -0.66], [-0.39, -1.10, -2.16], [1.54, 0.22, -1.29], [0.36, 2.36, -1.38], [-1.24, 1.58, -0.94], [1.09, 1.86, 0.56], [-1.41, 0.22, 1.21], [0.01, -0.33, 2.13], [-0.33, 2.32, 2.29]], "nbo_charge": [-0.605, -0.394, -0.215, -0.412, -0.286, -0.057, -0.712, 0.203, 0.210, 0.204, 0.201, 0.207, 0.214, 0.209, 0.208, 0.226, 0.162, 0.173, 0.464]}

Record 8
{"formula": "C6H12O", "method": "ωB97M-V/def2-TZVPD", "smiles": "CO[C@H]1CC[C@H]1C", "gap_ev": 10.2, "elements": ["C", "O", "C", "C", "C", "C", "C", "H", "H", "H", "H", "H", "H", "H", "H", "H", "H", "H", "H"], "xyz": [[2.13, -0.71, -0.40], [1.38, -0.64, 0.78], [0.36, 0.31, 0.89], [0.27, 1.57, 0.00], [-1.28, 1.23, -0.05], [-1.11, -0.18, 0.57], [-1.27, -1.42, -0.33], [3.05, -0.11, -0.30], [1.60, -0.37, -1.30], [2.39, -1.76, -0.54], [0.35, 0.66, 1.93], [0.62, 2.50, 0.48], [0.76, 1.53, -0.98], [-1.65, 1.22, -1.07], [-1.88, 1.89, 0.58], [-1.68, -0.36, 1.50], [-2.29, -1.85, -0.32], [-1.03, -1.21, -1.38], [-0.60, -2.22, 0.02]], "nbo_charge": [-0.248, -0.535, 0.126, -0.451, -0.395, -0.248, -0.620, 0.169, 0.167, 0.189, 0.179, 0.210, 0.206, 0.207, 0.210, 0.199, 0.214, 0.199, 0.220]}

| no. | E (Eh) |
| --- | --- |
| 1 | -516.0768 |
| 2 | -1255.7116 |
| 3 | -914.0342 |
| 4 | -591.5892 |
| 5 | -1029.9095 |
| 6 | -688.4212 |
| 7 | -310.9933 |
| 8 | -310.9926 |